(1)
Computed, not measured: a 15-piece molecular cluster, C28H26BCl42IO4 overall at a distorted geometry, with the ωB97M-V functional and the def2-TZVPD basis.

Each line ends with the Löwdin charge.
CARTESIAN COORDINATES (ANGSTROEM)
C  -3.92994  -0.36493  -2.33543  -0.074
C  -3.03847  -1.21933  -2.97955  -0.223
C  -1.53390  -0.92222  -3.28104  -0.231
C  -1.24427  0.54125  -3.67833  -0.201
C  -2.22593  1.48796  -4.16790  -0.008
C  -1.93182  2.88105  -4.49624  0.018
C  -0.57429  3.33077  -4.31858  -0.063
C  0.50136  2.42106  -3.86510  -0.117
C  0.15247  1.04333  -3.55496  -0.462
I  1.75644  -0.26952  -2.89608  0.939
C  1.90174  3.04348  -3.75276  -0.338
O  2.75029  2.74785  -2.94163  0.008
C  2.21411  4.19074  -4.75826  0.079
C  1.22485  5.03548  -5.17037  -0.116
C  1.39536  6.19724  -6.18921  -0.025
B  2.20029  5.72507  -7.51180  -0.558
O  1.55231  5.63502  -8.76531  0.126
O  3.55201  5.36884  -7.44132  0.143
C  -0.20660  4.81408  -4.60478  -0.285
O  -0.99329  5.70231  -4.38759  0.120
H  -3.86100  -0.01657  -1.28671  0.048
H  -4.81029  -0.01450  -2.92696  0.037
H  -3.43029  -2.24668  -3.27396  -0.055
H  -0.93857  -1.22128  -2.37910  0.071
H  -1.20006  -1.58840  -4.11182  0.071
H  -3.27028  1.14154  -4.27386  0.094
H  -2.72794  3.56310  -4.83755  0.118
H  3.23729  4.29870  -5.16575  0.123
H  0.36354  6.46410  -6.54128  0.114
H  1.79867  7.13674  -5.73615  0.127
H  0.79267  5.04060  -8.70984  0.102
H  3.92635  5.74994  -6.63613  0.093
C  1.77914  -4.72292  -4.31912  -1.563
Cl  1.36460  -5.47176  -5.86757  0.526
Cl  3.29052  -3.81504  -4.45110  0.514
Cl  0.47016  -3.67580  -3.76118  0.500
H  1.91921  -5.51236  -3.58733  -0.094
C  -6.59609  2.26853  -0.40044  -1.574
Cl  -7.56411  0.79682  -0.54981  0.523
Cl  -5.88995  2.38484  1.21342  0.519
Cl  -5.33234  2.31000  -1.63631  0.570
H  -7.24768  3.12333  -0.54992  -0.089
C  2.85657  4.28552  0.24309  -1.530
Cl  1.20274  3.93059  0.75371  0.525
Cl  3.03254  5.99872  -0.15238  0.527
Cl  4.00936  3.81526  1.49991  0.511
H  3.06946  3.70545  -0.64992  -0.012
C  3.71490  -7.91840  -2.01278  -1.511
Cl  2.68096  -7.63398  -3.41687  0.574
Cl  5.30677  -7.19353  -2.26293  0.526
Cl  2.95963  -7.27818  -0.54799  0.532
H  3.84065  -8.98987  -1.89154  -0.084
C  3.62694  2.77529  5.26658  -1.552
Cl  2.03296  3.48952  5.00168  0.529
Cl  4.57195  3.76133  6.38860  0.531
Cl  3.47118  1.12064  5.86890  0.545
H  4.14871  2.74394  4.31635  -0.066
C  7.70533  3.04500  1.76155  -1.541
Cl  6.60831  2.90053  3.14130  0.508
Cl  7.86380  4.73320  1.26905  0.527
Cl  9.28523  2.35875  2.15115  0.532
H  7.28474  2.48560  0.93289  0.015
C  3.22338  -12.10482  -3.24971  -1.522
Cl  3.99587  -11.41626  -1.81339  0.564
Cl  1.72714  -11.24446  -3.62521  0.527
Cl  4.32732  -12.06305  -4.62689  0.535
H  2.97831  -13.14006  -3.03989  0.014
C  5.92176  -4.49269  0.59318  -1.552
Cl  4.89135  -4.20709  -0.81140  0.482
Cl  7.52013  -3.77926  0.34900  0.523
Cl  5.17081  -3.85075  2.05852  0.523
H  6.04200  -5.56429  0.71370  0.007
C  -9.99832  3.16626  1.96824  -1.494
Cl  -8.88210  3.18384  3.33510  0.520
Cl  -9.13505  3.49592  0.45874  0.575
Cl  -10.84355  1.61863  1.87414  0.537
H  -10.73402  3.94876  2.11710  0.017
C  -0.08480  -0.04985  6.32266  -1.550
Cl  0.13511  -1.23770  5.03267  0.525
Cl  -1.65230  0.74981  6.16977  0.527
Cl  0.06952  -0.81820  7.90849  0.529
H  0.69296  0.70271  6.23158  -0.047
C  -3.13059  -5.67466  -3.74259  -1.482
Cl  -3.33155  -5.78668  -5.49341  0.539
Cl  -1.84946  -6.76278  -3.19133  0.523
Cl  -2.78226  -4.00480  -3.26354  0.634
H  -4.05989  -5.97625  -3.27217  0.018
C  -5.23111  5.36821  3.59945  -1.557
Cl  -3.74015  6.20297  3.15162  0.528
Cl  -5.74672  5.84291  5.22177  0.523
Cl  -6.50589  5.69422  2.42173  0.489
H  -5.03601  4.30102  3.60274  -0.002
C  0.11548  -3.68396  10.41000  -1.557
Cl  -1.07603  -4.80340  9.74127  0.525
Cl  -0.27587  -3.28567  12.08590  0.508
Cl  1.74226  -4.36398  10.29389  0.523
H  0.08681  -2.77022  9.82804  -0.052
C  -2.61060  0.24237  12.88536  -1.553
Cl  -3.55076  1.73471  12.99132  0.522
Cl  -3.63590  -1.16278  13.19557  0.516
Cl  -1.83206  0.10779  11.30532  0.501
H  -1.83674  0.27306  13.64430  0.014

(2)
Computed, not measured: C28H26BrCsIN2O5S as an isolated structure at a distorted geometry, with the ωB97M-V functional and the def2-TZVPD basis.

Summary:
**Net charge**: +1

Each line ends with the Löwdin charge.
CARTESIAN COORDINATES (ANGSTROEM)
C  -6.42489  1.56435  -0.01790  -0.126
C  -5.11883  2.54661  -0.34291  -0.270
C  -4.81548  2.66734  -1.98118  -0.630
Br  -4.98002  4.60850  -2.46389  0.627
C  -3.29509  2.04570  -2.19430  -0.112
C  -2.04399  3.10064  -1.98020  -0.014
C  -0.52644  2.50484  -2.15165  -0.351
C  -0.18051  0.91727  -2.54908  -0.072
C  -1.41994  -0.13727  -2.74890  -0.051
N  -1.31173  -1.61122  -3.07088  -0.003
C  -0.49324  -2.37990  -2.05724  -0.247
C  -0.75262  -2.45519  -0.44033  -0.024
O  0.58728  -3.05323  -2.53873  -0.067
C  -0.88199  -1.87490  -4.49720  -0.263
C  -1.45344  -3.28928  -5.18315  -0.018
O  -0.11205  -1.06352  -5.23408  -0.002
C  -2.96815  0.47283  -2.58459  0.023
C  -4.25208  -0.56970  -2.83169  -0.107
O  -4.30546  -1.48133  -1.67653  -0.184
O  -3.98956  -0.71997  -0.65156  -0.112
N  1.25529  0.47476  -2.72019  0.024
C  2.12816  0.81910  -1.53447  -0.124
C  3.08461  -0.27737  -0.71279  0.033
C  4.01566  0.16133  0.59419  -0.119
C  4.89917  -1.00928  1.37743  -0.104
C  5.36270  -0.43291  2.84058  -0.277
O  6.56264  0.19802  2.88987  -0.046
C  4.54903  -0.58215  4.25639  -0.251
C  4.24639  0.76536  5.19885  0.032
C  3.47641  0.70914  6.65747  -0.017
C  2.92507  -0.73104  7.29045  -0.010
C  3.18902  -2.07100  6.34364  -0.101
C  3.96859  -2.01044  4.87892  -0.418
C  4.04744  1.75629  1.08879  -0.058
C  3.11167  2.87732  0.30306  -0.617
I  3.15657  4.97909  0.99487  0.724
C  2.18363  2.38897  -0.95945  -0.403
S  1.02638  3.58936  -1.89425  0.784
H  -6.72341  0.93811  -0.98952  0.080
H  -7.30813  2.27458  0.27796  0.077
H  -6.18576  0.78760  0.84378  0.084
H  -5.19159  3.59965  0.16967  0.094
H  -4.19089  1.99920  0.16125  0.107
H  -5.65120  2.09961  -2.57189  0.084
H  -2.16074  4.24601  -1.71086  0.090
H  0.14244  -3.05141  0.07797  0.107
H  -1.77744  -2.97779  -0.18384  0.101
H  -0.70567  -1.35941  0.02189  0.101
H  -1.45679  -3.26119  -6.35309  0.099
H  -0.87606  -4.19196  -4.71029  0.092
H  -2.59350  -3.41238  -4.85506  0.090
H  -3.98965  -1.19054  -3.80298  0.132
H  -5.25682  0.00109  -3.04875  0.124
H  -3.13751  -1.02294  -0.21923  0.113
H  1.34635  -0.51921  -3.02387  0.106
H  3.02778  -1.40179  -1.10777  0.102
H  5.79061  -1.42639  0.74050  0.140
H  4.15438  -1.91912  1.56654  0.124
H  4.61754  1.79960  4.78396  0.113
H  3.29757  1.69510  7.30640  0.114
H  2.37214  -0.77265  8.33923  0.114
H  2.80480  -3.09469  6.79971  0.106
H  4.15084  -3.01389  4.25908  0.077
H  4.70646  2.14687  1.98100  0.076
Cs  6.34405  -2.36914  5.55085  1.302

(3)
Computed, not measured: C28H26CdIN10O as an isolated structure, with the ωB97M-V functional and the def2-TZVPD basis.

Summary:
**Net charge**: +1
**Energy relative to the best compared isomer or geometry (same formula, charge and spin)**: 0.0000 eV

Each line ends with the Löwdin charge.
CARTESIAN COORDINATES (ANGSTROEM)
Cd  -0.05077  -1.07598  -0.74812  1.278
N  1.47384  -1.34953  -2.64957  0.025
C  1.71000  -0.25123  -3.54249  -0.240
C  2.11933  -0.42004  -4.83405  -0.012
C  2.32247  0.69376  -5.67903  -0.058
C  2.11842  1.95952  -5.21709  -0.024
C  1.67464  2.16666  -3.88944  -0.148
C  1.40804  3.44892  -3.35826  0.003
C  0.93490  3.56261  -2.08405  -0.038
C  0.71783  2.38716  -1.33676  -0.147
N  0.97835  1.18384  -1.78045  0.053
C  1.46011  1.05692  -3.04487  -0.179
H  2.31019  -1.55610  -2.10045  0.068
H  1.24579  -2.18862  -3.16668  0.084
H  2.30013  -1.41900  -5.21447  0.119
H  2.64974  0.53000  -6.69732  0.113
H  2.27911  2.81675  -5.86011  0.120
H  1.56904  4.32468  -3.97619  0.125
H  0.70871  4.52634  -1.64759  0.109
H  0.29173  2.44709  -0.33915  0.084
N  -0.17307  -2.56235  2.81690  -0.035
C  -0.99744  -2.74978  3.86979  -0.100
C  -2.27633  -2.71369  3.37367  -0.063
C  -2.11256  -2.50737  1.99173  -0.173
N  -0.83512  -2.42040  1.65798  -0.029
H  0.82841  -2.58236  2.80673  0.134
H  -0.61523  -2.90023  4.86691  0.117
H  -3.19326  -2.82752  3.92677  0.098
H  -2.87112  -2.40363  1.23104  0.101
I  -1.50199  -7.31262  -1.16467  0.904
C  -0.46135  -5.55069  -1.01649  -0.783
C  0.84782  -5.37364  -0.62489  -0.130
N  1.09895  -4.05596  -0.67964  0.001
N  0.02623  -3.36422  -1.09356  -0.102
C  -0.93055  -4.25944  -1.29456  -0.206
H  1.60387  -6.07995  -0.32287  0.127
H  1.94867  -3.54927  -0.44426  0.097
H  -1.91237  -3.95289  -1.62150  0.113
N  -6.75527  5.65937  2.79335  0.167
C  -6.02911  4.87830  2.36280  -0.179
C  -5.11512  3.90813  1.82788  -0.228
C  -5.30295  2.55444  2.10170  -0.015
C  -4.41679  1.62251  1.59489  -0.019
C  -3.33518  2.02828  0.80938  -0.259
C  -3.16181  3.38735  0.53569  -0.026
C  -4.04324  4.32449  1.04115  -0.018
C  -2.40754  1.06124  0.29469  -0.198
C  -1.62138  0.24262  -0.14028  -0.188
H  -6.14172  2.24280  2.70922  0.124
H  -4.55490  0.56979  1.80261  0.116
H  -2.33508  3.70196  -0.08781  0.109
H  -3.91200  5.37661  0.82874  0.123
C  3.35477  1.23061  3.27859  -0.004
N  2.95231  0.25320  2.28747  -0.083
C  3.87147  -0.64097  1.60588  -0.016
C  2.94051  -1.33101  0.62066  -0.474
O  3.25889  -2.22674  -0.15484  0.009
N  1.69783  -0.80039  0.74323  0.068
C  1.74822  0.14453  1.70777  -0.412
N  0.69308  0.87103  2.03027  0.241
H  4.13439  0.80260  3.90524  0.101
H  2.51850  1.47635  3.93218  0.090
H  3.73240  2.14511  2.81736  0.103
H  4.33090  -1.36191  2.28340  0.145
H  4.65851  -0.10073  1.07527  0.150
H  -0.19102  0.73009  1.53310  0.052
H  0.73615  1.57262  2.74743  0.116

Number 1: gap between HOMO and LUMO 6.9 eV, DFT total energy -21033.94232 Ha. Number 2: gap between HOMO and LUMO 5.0 eV, DFT total energy -4856.85101 Ha. Number 3: gap between HOMO and LUMO 8.4 eV, DFT total energy -2170.64824 Ha.